Record 1
Molecular formula: C17H14N2ORuS5Sb
Method: DFT, wB97M-V/def2-TZVPD

Geometry (Å):
Ru1 0.091 0.399 -0.141
O1 -1.731 0.109 0.816
N1 -2.619 -0.767 0.376
C1 -3.399 -1.309 1.342
C2 -4.410 -2.169 1.011
C3 -4.603 -2.478 -0.340
C4 -3.775 -1.939 -1.288
C5 -2.723 -1.059 -0.951
S1 -1.633 -0.361 -2.061
H1 -3.098 -1.005 2.340
H2 -5.018 -2.593 1.797
H3 -5.396 -3.153 -0.641
H4 -3.888 -2.173 -2.337
S2 -1.324 -0.975 4.317
Sb1 0.296 0.172 3.119
S3 -0.301 2.572 0.187
S4 1.049 -1.235 1.215
S5 2.150 0.704 4.355
C6 5.394 2.237 0.535
C7 5.398 1.598 -0.700
C8 4.218 1.138 -1.266
C9 2.979 1.323 -0.624
C10 2.993 1.955 0.620
C11 4.179 2.393 1.188
N2 1.794 0.795 -1.165
C12 1.786 0.580 -2.563
C13 1.453 -0.663 -3.093
C14 1.403 -0.866 -4.468
C15 1.709 0.162 -5.350
C16 2.062 1.405 -4.827
C17 2.097 1.611 -3.457
H5 6.316 2.578 0.991
H6 6.334 1.430 -1.223
H7 4.252 0.612 -2.210
H8 2.067 2.083 1.162
H9 4.132 2.839 2.175
H10 1.228 -1.472 -2.411
H11 1.122 -1.842 -4.845
H12 1.669 0.002 -6.420
H13 2.298 2.227 -5.494
H14 2.357 2.581 -3.052

The largest force on an atom is 0.65 eV Å⁻¹. As for the net charge: -2. As for the total energy: -86180.4530 eV. The HOMO energy (spin up / spin down) comes out at -1.1 / -1.7 eV. The gap between HOMO and LUMO (spin up / spin down) comes out at 5.57 / 5.76 eV. For the LUMO energy (spin up / spin down), the calculation gives 4.468 / 4.075 eV. The multiplicity is 6.

These are the natural (NBO) partial charges, in e, on atoms 1 to 6: 0.733 -0.542 0.006 0.041 -0.300 -0.192

***

Record 2
Molecular formula: C5H30N2O8
Method: DFT, wB97M-V/def2-TZVPD

Geometry (Å):
N1 -0.188 -2.860 -0.283
C1 -0.201 -2.447 -1.725
C2 0.812 -1.334 -1.978
C3 0.419 0.011 -1.313
C4 -0.905 0.561 -1.851
C5 -0.924 2.099 -1.905
N2 -0.789 2.680 -0.552
H1 -0.616 -2.145 0.307
H2 -0.766 -3.675 -0.178
H3 -1.228 -2.109 -2.031
H4 0.091 -3.356 -2.358
H5 0.934 -1.212 -3.070
H6 1.848 -1.673 -1.624
H7 0.388 -0.154 -0.215
H8 1.258 0.694 -1.464
H9 -1.120 0.172 -2.822
H10 -1.689 0.220 -1.224
H11 -0.142 2.436 -2.612
H12 -1.866 2.474 -2.352
H13 -1.064 3.689 -0.541
H14 0.150 2.576 -0.210
O1 0.395 0.712 2.260
H15 0.887 1.436 1.894
H16 -0.498 0.704 1.915
O2 1.736 2.655 0.971
H17 2.091 3.398 1.540
H18 2.544 2.107 0.748
O3 -2.068 1.297 1.334
H19 -1.650 1.834 0.552
H20 -2.180 1.895 2.088
O4 2.632 -0.782 2.170
H21 1.764 -0.387 2.311
H22 2.553 -1.573 1.601
O5 -2.299 -1.375 0.984
H23 -3.065 -1.430 1.468
H24 -2.076 -0.448 1.182
O6 3.791 1.031 0.675
H25 3.909 0.568 -0.167
H26 3.436 0.319 1.335
O7 -4.481 0.112 1.469
H27 -3.656 0.641 1.359
H28 -4.857 0.075 0.594
O8 2.522 -2.894 0.518
H29 2.574 -3.686 1.056
H30 1.597 -2.856 0.145

The largest force on an atom is 3.69 eV Å⁻¹. As for the total energy: -25033.6338 eV. The HOMO energy comes out at -9.6 eV. The gap between HOMO and LUMO comes out at 9.97 eV. The relative energy (zero: lowest compared OMol25 entry of this formula, charge and spin) is 46.8 kJ/mol. For the LUMO energy, the calculation gives 0.347 eV. The SMILES is NCCCCCN.O.O.O.O.O.O.O.O.

These are the natural (NBO) partial charges, in e, on atoms 1 to 6: -0.878 -0.224 -0.409 -0.426 -0.427 -0.205

***

Record 3
Molecular formula: C14H18Cl2N2O7
Method: DFT, wB97M-V/def2-TZVPD

Geometry (Å):
O1 -1.270 -1.978 2.059
C1 -2.020 -2.049 1.114
C2 -3.486 -2.479 1.260
O2 -4.337 -1.953 0.270
C3 -4.656 -0.627 0.325
C4 -4.120 0.292 1.219
C5 -4.516 1.619 1.189
C6 -5.451 2.039 0.260
Cl1 -5.949 3.689 0.222
C7 -5.993 1.144 -0.652
C8 -5.593 -0.178 -0.615
Cl2 -6.245 -1.307 -1.741
N1 -1.693 -1.796 -0.181
N2 -0.513 -1.399 -0.715
C9 0.538 -1.191 -0.038
C10 1.757 -0.746 -0.783
O3 1.525 -0.631 -2.166
C11 2.210 0.640 -0.267
O4 1.313 1.621 -0.724
C12 3.634 0.984 -0.763
O5 3.844 2.370 -0.611
C13 4.717 0.276 0.064
O6 4.695 0.749 1.389
C14 6.109 0.510 -0.545
O7 7.100 -0.106 0.234
H1 -3.533 -3.566 1.135
H2 -3.828 -2.233 2.272
H3 -3.383 -0.012 1.945
H4 -4.093 2.321 1.889
H5 -6.717 1.469 -1.380
H6 -2.419 -1.900 -0.881
H7 0.636 -1.296 1.037
H8 2.563 -1.473 -0.600
H9 0.654 -1.019 -2.336
H10 2.192 0.675 0.827
H11 1.127 1.402 -1.651
H12 3.720 0.701 -1.823
H13 2.974 2.792 -0.690
H14 4.526 -0.800 0.123
H15 4.654 1.716 1.326
H16 6.168 0.075 -1.544
H17 6.283 1.594 -0.613
H18 6.874 0.060 1.160

The largest force on an atom is 0.80 eV Å⁻¹. As for the total energy: -57166.5847 eV. The HOMO energy comes out at -9.1 eV. The gap between HOMO and LUMO comes out at 9.50 eV. The relative energy (zero: lowest compared OMol25 entry of this formula, charge and spin) is 0.0 kJ/mol. For the LUMO energy, the calculation gives 0.407 eV. The SMILES is O=C(COc1ccc(Cl)cc1Cl)N/N=C/[C@@H](O)[C@H](O)[C@@H](O)[C@H](O)CO.

These are the natural (NBO) partial charges, in e, on atoms 1 to 6: -0.592 0.626 -0.165 -0.502 0.335 -0.300

***

Record 4
Molecular formula: C41H65F6N4O21
Method: DFT, wB97M-V/def2-TZVPD

Geometry (Å):
C1 -3.464 -3.705 1.090
O1 -4.696 -3.152 0.696
C2 -4.534 -1.949 -0.044
C3 -4.145 -2.188 -1.500
C4 -3.178 -1.151 -2.067
C5 -1.820 -1.044 -1.356
C6 -1.011 -2.347 -1.406
C7 -0.121 -2.662 -0.183
C8 0.265 -1.463 0.685
C9 1.496 -1.789 1.546
C10 2.450 -0.634 1.856
C11 2.507 0.532 0.864
C12 3.241 1.610 1.605
C13 4.763 1.308 1.749
C14 5.435 1.203 0.380
C15 5.747 -0.230 -0.068
O2 5.057 -0.491 -1.301
C16 4.195 -1.543 -1.364
C17 4.627 -2.877 -0.814
O3 3.126 -1.396 -1.944
N1 2.664 1.523 3.002
C18 1.715 2.597 3.507
C19 0.725 3.163 2.495
C20 1.207 4.347 1.647
C21 0.475 4.401 0.292
N2 1.393 4.583 -0.843
C22 1.456 3.430 -1.661
N3 2.568 2.842 -1.838
N4 0.227 3.016 -2.273
C23 2.238 0.089 3.205
H1 -2.942 -4.153 0.245
H2 -2.837 -2.963 1.590
H3 -3.680 -4.509 1.786
H4 -3.796 -1.338 0.482
H5 -5.480 -1.420 0.004
H6 -5.053 -2.132 -2.094
H7 -3.782 -3.201 -1.642
H8 -3.670 -0.181 -1.981
H9 -3.026 -1.304 -3.132
H10 -1.263 -0.291 -1.909
H11 -2.008 -0.691 -0.349
H12 -0.386 -2.331 -2.293
H13 -1.692 -3.181 -1.544
H14 0.806 -3.085 -0.567
H15 -0.576 -3.452 0.407
H16 0.408 -0.606 0.039
H17 -0.570 -1.262 1.354
H18 2.042 -2.611 1.097
H19 1.134 -2.163 2.504
H20 3.445 -1.079 1.841
H21 2.815 0.341 -0.155
H22 1.469 0.868 0.765
H23 3.207 2.575 1.120
H24 5.197 2.143 2.298
H25 4.893 0.406 2.345
H26 6.352 1.779 0.397
H27 4.800 1.665 -0.359
H28 6.810 -0.313 -0.258
H29 5.455 -0.918 0.716
H30 5.389 -3.317 -1.445
H31 3.749 -3.510 -0.811
H32 4.978 -2.811 0.209
H33 3.490 1.659 3.577
H34 2.305 3.359 4.002
H35 1.130 2.124 4.290
H36 0.345 2.371 1.858
H37 -0.129 3.491 3.081
H38 2.281 4.318 1.501
H39 1.006 5.281 2.163
H40 -0.114 3.496 0.150
H41 -0.247 5.209 0.287
H42 1.073 5.356 -1.413
H43 2.444 2.035 -2.447
H44 -0.301 2.453 -1.620
H45 0.417 2.441 -3.082
H46 1.202 -0.023 3.492
H47 2.930 -0.325 3.925
C24 1.157 8.600 -4.572
C25 2.263 7.698 -4.086
O4 1.868 7.437 -2.743
C26 0.511 7.547 -2.692
O5 -0.156 7.150 -1.792
O6 0.037 8.143 -3.798
F1 3.466 8.320 -4.086
H48 1.356 9.645 -4.334
H49 0.959 8.499 -5.635
H50 2.348 6.755 -4.627
C27 -6.445 -2.625 3.307
C28 -6.579 -3.957 4.008
O7 -6.029 -3.671 5.287
C29 -6.224 -2.343 5.537
O8 -6.091 -1.837 6.597
O9 -6.562 -1.698 4.400
F2 -5.833 -4.921 3.418
H51 -5.466 -2.524 2.842
H52 -7.214 -2.444 2.562
H53 -7.601 -4.319 4.125
C30 4.207 8.981 -7.997
C31 3.637 9.975 -8.984
O10 2.366 9.413 -9.278
C32 1.977 8.687 -8.202
O11 0.879 8.296 -8.001
O12 3.021 8.481 -7.361
F3 4.369 10.047 -10.117
H54 4.719 8.163 -8.504
H55 4.875 9.429 -7.267
H56 3.498 10.981 -8.586
C33 2.487 -0.315 -5.147
C34 1.561 0.684 -5.807
O13 2.416 1.782 -6.046
C35 3.690 1.296 -6.181
O14 4.599 1.905 -6.615
O15 3.745 0.012 -5.743
F4 0.560 1.080 -4.973
H57 2.542 -0.158 -4.068
H58 2.220 -1.349 -5.347
H59 1.125 0.347 -6.748
C36 -3.283 -4.998 6.306
C37 -3.561 -6.183 7.198
O16 -2.401 -6.977 7.016
C38 -1.371 -6.138 6.697
O17 -0.229 -6.432 6.716
O18 -1.852 -4.917 6.357
F5 -4.652 -6.873 6.779
H60 -3.603 -5.192 5.281
H61 -3.738 -4.077 6.656
H62 -3.674 -5.947 8.257
C39 -5.526 -10.454 4.804
C40 -4.526 -9.365 4.490
O19 -5.209 -8.598 3.512
C41 -6.548 -8.744 3.734
O20 -7.386 -8.054 3.270
O21 -6.771 -9.784 4.573
F6 -3.381 -9.854 3.952
H63 -5.427 -11.294 4.115
H64 -5.467 -10.814 5.827
H65 -4.277 -8.723 5.334

The largest force on an atom is 1.79 eV Å⁻¹. As for the net charge: +1. As for the total energy: -108827.9980 eV. The HOMO energy comes out at -11.5 eV. The gap between HOMO and LUMO comes out at 9.07 eV. The relative energy (zero: lowest compared OMol25 entry of this formula, charge and spin) is 0.0 kJ/mol. For the LUMO energy, the calculation gives -2.411 eV.

These are the Mulliken partial charges, in e, on atoms 1 to 6: -0.834 -0.385 -0.554 -0.749 -1.408 -0.303

***

Record 5
Molecular formula: C4H8NS
Method: DFT, wB97M-V/def2-TZVPD

Geometry (Å):
C1 1.519 1.151 -0.907
S1 1.282 0.232 0.614
C2 0.417 -1.135 -0.088
N1 -1.293 -0.665 0.139
C3 -1.326 0.639 0.877
C4 -1.652 -0.526 1.482
H1 0.521 1.592 -1.303
H2 1.825 0.498 -1.740
H3 2.341 1.932 -0.674
H4 0.723 -2.028 0.334
H5 0.607 -1.154 -1.217
H6 -1.895 -0.964 -0.651
H7 -1.120 1.669 0.887
H8 -1.948 -1.241 2.246

The largest force on an atom is 6.05 eV Å⁻¹. As for the net charge: +1. As for the total energy: -16591.6278 eV. The HOMO energy comes out at -13.7 eV. The gap between HOMO and LUMO comes out at 9.72 eV. The relative energy (zero: lowest compared OMol25 entry of this formula, charge and spin) is 364.6 kJ/mol. For the LUMO energy, the calculation gives -4.015 eV. The SMILES is CSC[NH+]1C=C1.

These are the natural (NBO) partial charges, in e, on atoms 1 to 6: -0.777 0.350 -0.412 -0.415 0.023 0.001

***

Record 6
Molecular formula: C5H5NO2
Method: DFT, wB97M-V/def2-TZVPD

Geometry (Å):
C1 2.127 -0.326 -0.116
C2 0.796 0.321 -0.026
C3 -1.300 1.026 -0.065
C4 -1.691 -0.782 0.056
C5 -0.486 -0.142 0.011
H1 2.514 -0.562 -1.293
H2 2.226 -1.508 0.487
H3 2.906 0.479 0.522
H4 -2.283 -0.940 1.200
H5 -2.267 -1.778 -0.486
N1 -0.712 2.065 0.096
O1 0.633 1.717 -0.088
O2 -2.463 0.430 -0.298

The largest force on an atom is 11.97 eV Å⁻¹. As for the total energy: -10843.1989 eV. The HOMO energy comes out at -9.4 eV. The gap between HOMO and LUMO comes out at 9.97 eV. The relative energy (zero: lowest compared OMol25 entry of this formula, charge and spin) is 783.1 kJ/mol. For the LUMO energy, the calculation gives 0.597 eV.

These are the natural (NBO) partial charges, in e, on atoms 1 to 6: -0.698 0.325 0.477 -0.064 -0.303 0.261

***

> Which of these has the highest largest force on an atom?

C5H5NO2

***

> largest force on an atom of number 1 (C17H14N2ORuS5Sb)?

0.65 eV Å⁻¹

***

What did the second record say?
Molecular formula: C5H30N2O8
Method: DFT, wB97M-V/def2-TZVPD

Geometry (Å):
N1 -0.188 -2.860 -0.283
C1 -0.201 -2.447 -1.725
C2 0.812 -1.334 -1.978
C3 0.419 0.011 -1.313
C4 -0.905 0.561 -1.851
C5 -0.924 2.099 -1.905
N2 -0.789 2.680 -0.552
H1 -0.616 -2.145 0.307
H2 -0.766 -3.675 -0.178
H3 -1.228 -2.109 -2.031
H4 0.091 -3.356 -2.358
H5 0.934 -1.212 -3.070
H6 1.848 -1.673 -1.624
H7 0.388 -0.154 -0.215
H8 1.258 0.694 -1.464
H9 -1.120 0.172 -2.822
H10 -1.689 0.220 -1.224
H11 -0.142 2.436 -2.612
H12 -1.866 2.474 -2.352
H13 -1.064 3.689 -0.541
H14 0.150 2.576 -0.210
O1 0.395 0.712 2.260
H15 0.887 1.436 1.894
H16 -0.498 0.704 1.915
O2 1.736 2.655 0.971
H17 2.091 3.398 1.540
H18 2.544 2.107 0.748
O3 -2.068 1.297 1.334
H19 -1.650 1.834 0.552
H20 -2.180 1.895 2.088
O4 2.632 -0.782 2.170
H21 1.764 -0.387 2.311
H22 2.553 -1.573 1.601
O5 -2.299 -1.375 0.984
H23 -3.065 -1.430 1.468
H24 -2.076 -0.448 1.182
O6 3.791 1.031 0.675
H25 3.909 0.568 -0.167
H26 3.436 0.319 1.335
O7 -4.481 0.112 1.469
H27 -3.656 0.641 1.359
H28 -4.857 0.075 0.594
O8 2.522 -2.894 0.518
H29 2.574 -3.686 1.056
H30 1.597 -2.856 0.145

The largest force on an atom is 3.69 eV Å⁻¹. As for the total energy: -25033.6338 eV. The HOMO energy comes out at -9.6 eV. The gap between HOMO and LUMO comes out at 9.97 eV. The relative energy (zero: lowest compared OMol25 entry of this formula, charge and spin) is 46.8 kJ/mol. For the LUMO energy, the calculation gives 0.347 eV. The SMILES is NCCCCCN.O.O.O.O.O.O.O.O.

These are the natural (NBO) partial charges, in e, on atoms 1 to 6: -0.878 -0.224 -0.409 -0.426 -0.427 -0.205